Formula: C3H9NO2
Source: the OMol25 dataset
Level of theory: the ωB97M-V functional and the def2-TZVPD basis

Each line ends with the Löwdin charge.
Atoms and positions in Å:
O  1.53  -1.75  0.51  -0.13
O  -0.68  -0.27  -0.99  0.01
N  -0.77  0.02  1.23  0.16
C  2.03  -0.86  -0.50  -0.14
C  -1.98  1.58  -0.35  -0.01
C  -1.13  0.36  -0.05  -0.58
H  1.91  -1.29  -1.49  0.08
H  -0.19  -0.80  1.31  0.08
H  -1.59  2.47  0.14  0.08
H  1.60  0.12  -0.46  0.06
H  1.97  -2.58  0.40  0.06
H  -2.08  1.65  -1.43  0.08
H  3.12  -0.79  -0.34  0.08
H  -0.74  0.68  1.98  0.10
H  -3.00  1.45  0.04  0.08

Its energy above the lowest of the compared OMol25 structures with the same formula, charge and spin is 96.54 kJ/mol. The structure (SMILES) is CC(N)=O.CO.


Formula: C3H9NO2
Source: the OMol25 dataset
Level of theory: the ωB97M-V functional and the def2-TZVPD basis

Each line ends with the Löwdin charge.
Atoms and positions in Å:
O  0.63  -2.77  -0.04  -0.11
O  0.87  -0.56  -2.28  0.06
N  -1.18  1.73  1.29  -0.01
C  0.81  -0.35  -1.12  -0.31
C  -0.45  0.36  -0.53  -0.13
C  -0.02  1.15  0.75  -0.31
H  -0.98  1.05  -1.15  0.10
H  1.51  -0.54  -0.35  0.09
H  -0.96  2.60  1.74  0.07
H  -1.15  -0.50  -0.36  0.13
H  0.25  -3.21  -0.84  0.06
H  1.57  -3.19  0.07  0.11
H  -1.92  1.88  0.73  0.01
H  0.73  1.86  0.45  0.10
H  0.30  0.49  1.63  0.13

Its energy above the lowest of the compared OMol25 structures with the same formula, charge and spin is 230.54 kJ/mol. The structure (SMILES) is NCCC=O.O.


Formula: C3H9NO2
Source: the OMol25 dataset
Level of theory: the ωB97M-V functional and the def2-TZVPD basis

Each line ends with the Löwdin charge.
Atoms and positions in Å:
O  -0.24  2.08  -0.60  -0.03
O  0.31  2.55  -2.69  0.10
N  -0.63  -2.07  1.12  -0.10
C  0.43  1.77  -1.80  -0.53
C  -0.72  -0.97  2.05  -0.22
C  1.12  0.40  -1.65  0.02
H  -0.71  0.11  1.64  0.07
H  1.46  0.32  -0.62  0.08
H  -0.19  3.15  -0.55  0.18
H  -0.04  -1.22  2.85  0.06
H  -0.13  -2.91  1.39  0.05
H  0.49  -0.39  -1.95  0.06
H  -1.77  -0.75  2.46  0.07
H  -1.44  -2.49  0.63  0.07
H  2.06  0.41  -2.27  0.10

Its energy above the lowest of the compared OMol25 structures with the same formula, charge and spin is 193.59 kJ/mol. The structure (SMILES) is CC(=O)O.CN.


Formula: C3H9NO2
Source: the OMol25 dataset
Level of theory: the ωB97M-V functional and the def2-TZVPD basis

Each line ends with the Löwdin charge.
Atoms and positions in Å:
O  -0.03  -0.27  -1.89  -0.22
O  1.39  -0.44  -2.09  -0.09
N  -0.02  -0.67  1.67  0.01
C  0.27  0.19  0.48  -0.42
C  -0.49  1.50  0.51  -0.05
C  -0.32  -0.87  -0.40  -0.10
H  -0.98  -0.68  2.00  0.08
H  -0.10  2.14  1.29  0.08
H  0.63  -1.44  1.83  0.08
H  -1.55  1.34  0.71  0.08
H  1.34  0.29  0.31  0.14
H  -1.41  -0.91  -0.42  0.12
H  -0.41  1.96  -0.47  0.08
H  0.23  -1.81  -0.45  0.12
H  1.46  -0.34  -3.05  0.09

Its energy above the lowest of the compared OMol25 structures with the same formula, charge and spin is 490.12 kJ/mol. The structure (SMILES) is C[C@@H](N)COO.


Formula: C3H9NO2
Source: the OMol25 dataset
Level of theory: the ωB97M-V functional and the def2-TZVPD basis

Each line ends with the Löwdin charge.
Atoms and positions in Å:
O  -1.46  2.82  -1.62  -0.06
O  0.42  0.07  -2.35  0.05
N  0.61  -0.89  2.28  -0.01
C  -0.17  -0.39  -1.41  -0.28
C  0.05  0.00  0.03  -0.18
C  0.51  -1.18  0.86  -0.30
H  0.74  0.84  0.06  0.11
H  -0.89  0.39  0.42  0.12
H  -0.75  2.70  -0.97  0.03
H  1.51  -0.57  2.59  0.07
H  1.46  -1.60  0.49  0.12
H  -0.94  -1.19  -1.55  0.13
H  -1.06  2.57  -2.45  0.03
H  0.14  -1.53  2.90  0.06
H  -0.16  -2.03  0.72  0.11

Its energy above the lowest of the compared OMol25 structures with the same formula, charge and spin is 149.00 kJ/mol. The structure (SMILES) is NCCC=O.O.


Formula: C3H9NO2
Source: the OMol25 dataset
Level of theory: the ωB97M-V functional and the def2-TZVPD basis

Each line ends with the Löwdin charge.
Atoms and positions in Å:
O  -1.47  0.31  -0.80  0.08
O  0.00  0.25  0.89  0.08
N  2.32  -1.08  -0.27  -0.06
C  -1.23  0.35  0.39  -0.59
C  -2.26  0.54  1.45  0.00
C  2.08  -0.35  -1.50  -0.18
H  2.79  0.45  -1.70  0.08
H  -3.26  0.25  1.13  0.08
H  2.03  -0.99  -2.38  0.07
H  -2.26  1.60  1.74  0.09
H  1.10  0.14  -1.51  0.05
H  -2.03  -0.01  2.36  0.08
H  0.65  0.07  0.16  0.07
H  3.15  -0.80  0.23  0.07
H  2.28  -2.07  -0.43  0.07

Its energy above the lowest of the compared OMol25 structures with the same formula, charge and spin is 69.77 kJ/mol. The structure (SMILES) is CC(=O)O.CN.


Formula: C3H9NO2
Source: the OMol25 dataset
Level of theory: the ωB97M-V functional and the def2-TZVPD basis

Each line ends with the Löwdin charge.
Atoms and positions in Å:
O  -1.36  -1.51  0.04  -0.02
O  1.43  -1.46  0.23  -0.02
N  1.41  0.92  0.10  0.06
C  -0.66  -0.34  0.39  -0.41
C  0.75  -0.31  -0.23  -0.46
C  -1.44  0.92  -0.01  -0.05
H  -0.91  1.81  0.31  0.07
H  2.26  -1.56  -0.24  0.09
H  -2.42  0.90  0.46  0.08
H  1.49  1.01  1.11  0.09
H  2.35  0.95  -0.29  0.08
H  -0.55  -0.39  1.48  0.15
H  -1.56  0.96  -1.09  0.08
H  0.66  -0.35  -1.33  0.15
H  -1.45  -1.54  -0.92  0.10

Its energy above the lowest of the compared OMol25 structures with the same formula, charge and spin is 105.44 kJ/mol. The structure (SMILES) is C[C@@H](O)[C@@H](N)O.


Formula: C3H9NO2
Source: the OMol25 dataset
Level of theory: the ωB97M-V functional and the def2-TZVPD basis

Each line ends with the Löwdin charge.
Atoms and positions in Å:
O  -2.01  0.17  -0.23  -0.24
O  2.16  0.15  -0.62  -0.07
N  -2.08  -1.21  -0.50  0.01
C  1.34  -0.40  0.38  -0.28
C  -0.70  0.82  -0.41  -0.19
C  0.16  0.55  0.81  -0.15
H  -1.47  -1.72  0.13  0.07
H  0.59  1.48  1.17  0.11
H  0.97  -1.34  -0.02  0.11
H  -0.97  1.88  -0.48  0.12
H  2.50  1.00  -0.32  0.09
H  -0.25  0.52  -1.36  0.12
H  1.92  -0.62  1.29  0.11
H  -1.76  -1.36  -1.46  0.08
H  -0.39  0.09  1.63  0.12

Its energy above the lowest of the compared OMol25 structures with the same formula, charge and spin is 322.49 kJ/mol. The structure (SMILES) is NOCCCO.


- Look up the energy above the lowest of the compared OMol25 structures with the same formula, charge and spin of the fifth one.
  149.00 kJ/mol